Entry 1:
The following is a quantum chemistry calculation of a 2-piece molecular cluster, CH6IN3 overall in a non-equilibrium geometry, from OMol25.

Positions of all 11 atoms, in Å:
C: -1.058 -1.300 1.472
N: -0.839 0.144 1.199
N: 0.193 0.335 0.475
N: -0.746 0.117 -1.589
I: 0.440 0.949 -3.070
H: -1.675 -1.675 0.636
H: -0.037 -1.682 1.328
H: -1.499 -1.340 2.468
H: -1.224 0.873 1.783
H: 0.565 1.216 0.170
H: -1.446 0.772 -1.387

Its total energy is -13700.3028 eV. Its spin multiplicity is 1. The value obtained for the HOMO-LUMO gap (alpha / beta) is 7.28 / 8.64 eV. Its HOMO energy (alpha / beta) is -7.39 / -8.25 eV.

Entry 2:
The following is a quantum chemistry calculation of a 17-piece molecular cluster, C90H213N11O6 overall in a non-equilibrium geometry, from OMol25.

Positions of all 320 atoms, in Å:
C: 24.362 18.012 17.929
C: 24.338 19.009 16.845
C: 23.569 20.125 17.450
O: 24.020 20.135 18.852
C: 24.457 18.845 19.231
H: 25.158 17.269 17.919
H: 23.439 17.445 17.928
H: 23.838 18.556 15.978
H: 25.310 19.332 16.541
H: 22.511 20.009 17.347
H: 23.908 21.106 17.119
H: 23.749 18.450 19.983
H: 25.430 18.975 19.726
C: 11.868 11.059 13.256
C: 10.791 12.122 13.022
C: 11.485 13.438 13.335
O: 12.778 13.099 13.873
C: 12.710 11.739 14.247
H: 12.378 10.684 12.335
H: 11.425 10.160 13.682
H: 10.023 11.955 13.805
H: 10.288 11.997 12.090
H: 10.948 14.072 14.033
H: 11.647 14.097 12.489
H: 12.249 11.650 15.255
H: 13.768 11.428 14.257
C: 15.852 22.781 14.521
C: 15.020 22.164 15.660
C: 16.012 21.488 16.591
O: 17.210 22.232 16.363
C: 17.291 22.481 14.965
H: 15.626 23.837 14.392
H: 15.710 22.335 13.593
H: 14.316 21.436 15.215
H: 14.478 22.900 16.244
H: 16.184 20.417 16.274
H: 15.761 21.493 17.669
H: 17.684 21.486 14.578
H: 18.059 23.254 14.847
C: 19.607 12.354 16.428
C: 20.641 12.433 15.276
C: 20.398 11.037 14.547
O: 19.066 10.654 14.867
C: 19.001 10.935 16.287
H: 18.757 13.044 16.334
H: 19.961 12.487 17.465
H: 21.695 12.416 15.621
H: 20.434 13.320 14.661
H: 21.067 10.266 14.893
H: 20.568 11.110 13.438
H: 19.552 10.105 16.774
H: 17.941 10.894 16.604
C: 16.289 12.007 12.973
C: 15.532 12.398 11.783
C: 15.856 13.866 11.648
O: 17.261 13.817 11.789
C: 17.571 12.798 12.744
H: 16.448 10.938 13.023
H: 15.852 12.272 13.936
H: 14.462 12.187 11.871
H: 15.904 11.797 10.917
H: 15.364 14.411 12.442
H: 15.705 14.309 10.660
H: 17.896 13.245 13.707
H: 18.366 12.155 12.238
C: 13.854 16.857 16.199
C: 14.085 16.241 14.851
C: 12.926 16.709 13.984
O: 12.545 17.936 14.560
C: 13.363 18.227 15.733
H: 14.748 16.844 16.805
H: 13.080 16.312 16.766
H: 14.120 15.166 14.917
H: 15.054 16.647 14.482
H: 12.052 16.060 14.029
H: 13.102 16.910 12.915
H: 12.702 18.661 16.478
H: 14.199 18.856 15.422
C: 23.831 12.995 14.022
C: 23.058 12.885 12.663
N: 23.290 14.040 11.779
C: 22.898 13.717 10.369
C: 23.351 14.770 9.377
C: 22.774 15.326 12.302
C: 21.262 15.500 12.518
H: 23.923 12.025 14.440
H: 23.316 13.700 14.653
H: 24.887 13.408 13.906
H: 23.501 12.007 12.164
H: 22.040 12.588 12.813
H: 23.283 12.759 10.094
H: 21.853 13.686 10.253
H: 22.884 15.765 9.475
H: 24.423 14.918 9.399
H: 23.008 14.382 8.385
H: 23.123 16.094 11.646
H: 23.254 15.535 13.248
H: 20.697 15.298 11.584
H: 21.008 16.518 12.872
H: 20.868 14.758 13.233
C: 22.976 13.923 18.275
C: 22.898 14.330 19.714
N: 22.378 15.673 20.064
C: 20.938 15.639 19.976
C: 20.413 17.096 20.149
C: 22.813 16.038 21.417
C: 24.315 16.002 21.603
H: 23.490 13.010 18.121
H: 23.468 14.736 17.710
H: 22.008 13.856 17.738
H: 22.290 13.608 20.291
H: 23.925 14.317 20.106
H: 20.677 15.305 19.013
H: 20.600 14.979 20.790
H: 20.471 17.431 21.184
H: 21.031 17.762 19.529
H: 19.384 17.161 19.721
H: 22.233 15.410 22.114
H: 22.476 17.066 21.543
H: 24.537 16.707 22.406
H: 24.829 16.347 20.707
H: 24.676 15.037 21.816
C: 18.112 17.025 11.135
C: 17.471 17.794 12.304
N: 17.026 19.194 11.888
C: 18.182 20.056 11.911
C: 17.944 21.307 11.150
C: 15.841 19.644 12.490
C: 14.580 19.029 12.004
H: 18.992 17.617 10.795
H: 17.448 16.885 10.239
H: 18.466 16.106 11.483
H: 16.564 17.254 12.694
H: 18.156 17.897 13.198
H: 18.484 20.264 12.928
H: 19.010 19.517 11.476
H: 17.453 21.108 10.185
H: 17.243 21.958 11.655
H: 18.885 21.746 10.859
H: 15.743 20.723 12.302
H: 15.918 19.473 13.598
H: 13.713 19.567 12.373
H: 14.481 17.976 12.300
H: 14.639 19.080 10.905
C: 24.161 18.899 12.724
C: 22.617 19.172 12.684
N: 22.059 19.651 11.391
C: 22.903 20.674 10.798
C: 23.153 21.911 11.633
C: 21.771 18.599 10.452
C: 21.029 19.150 9.282
H: 24.471 18.092 12.048
H: 24.298 18.517 13.756
H: 24.838 19.752 12.525
H: 22.074 18.256 12.944
H: 22.399 19.872 13.467
H: 23.895 20.249 10.550
H: 22.481 21.036 9.876
H: 23.672 21.655 12.547
H: 23.763 22.576 11.054
H: 22.313 22.535 11.900
H: 21.147 17.893 10.978
H: 22.740 18.102 10.196
H: 21.715 19.717 8.632
H: 20.230 19.827 9.662
H: 20.555 18.366 8.687
C: 20.715 20.778 19.247
C: 20.701 22.237 18.790
N: 20.611 23.100 20.016
C: 20.299 24.485 19.627
C: 18.921 24.564 19.062
C: 21.776 23.094 20.864
C: 23.131 23.354 20.195
H: 20.575 20.112 18.358
H: 19.934 20.637 19.980
H: 21.629 20.486 19.750
H: 21.612 22.463 18.182
H: 19.805 22.483 18.155
H: 20.438 25.151 20.436
H: 21.029 24.831 18.879
H: 18.902 24.360 18.009
H: 18.278 23.920 19.669
H: 18.539 25.608 19.203
H: 21.913 22.032 21.201
H: 21.571 23.663 21.770
H: 23.938 23.267 20.911
H: 23.130 24.356 19.717
H: 23.377 22.705 19.361
C: 18.102 12.561 20.726
C: 17.794 13.288 19.393
N: 16.639 14.096 19.549
C: 16.861 15.255 20.506
C: 15.871 15.357 21.647
C: 16.189 14.588 18.193
C: 15.894 13.395 17.175
H: 17.226 11.920 21.003
H: 18.313 13.229 21.607
H: 19.032 11.942 20.602
H: 18.621 13.892 19.088
H: 17.592 12.541 18.665
H: 17.927 15.320 20.802
H: 16.789 16.164 19.868
H: 15.869 14.473 22.283
H: 16.154 16.260 22.234
H: 14.841 15.515 21.275
H: 16.986 15.207 17.779
H: 15.266 15.189 18.326
H: 15.229 12.714 17.679
H: 16.779 12.827 16.902
H: 15.415 13.746 16.252
C: 19.482 19.780 16.090
C: 18.940 18.513 16.688
N: 19.693 17.377 16.083
C: 18.952 16.085 16.158
C: 17.748 15.980 15.236
C: 21.042 17.205 16.640
C: 22.011 16.554 15.677
H: 20.563 19.910 16.206
H: 18.957 20.655 16.430
H: 19.349 19.629 15.049
H: 19.075 18.385 17.786
H: 17.884 18.431 16.431
H: 19.659 15.215 16.001
H: 18.647 15.915 17.210
H: 16.890 16.637 15.557
H: 17.973 16.154 14.184
H: 17.352 14.974 15.372
H: 21.048 16.592 17.558
H: 21.424 18.197 16.902
H: 21.734 15.541 15.421
H: 22.988 16.443 16.263
H: 22.256 17.191 14.788
C: 27.920 16.661 14.888
C: 28.197 18.202 15.033
N: 29.357 18.414 15.984
C: 30.687 18.164 15.448
C: 31.129 19.076 14.297
C: 29.155 17.722 17.244
C: 27.921 18.333 18.003
H: 27.300 16.479 13.987
H: 27.362 16.283 15.755
H: 28.803 16.028 14.689
H: 28.572 18.606 14.104
H: 27.347 18.713 15.462
H: 31.378 18.357 16.274
H: 30.850 17.159 15.142
H: 30.812 20.103 14.456
H: 32.166 19.006 14.245
H: 30.686 18.873 13.335
H: 30.050 17.859 17.846
H: 29.098 16.600 17.253
H: 28.047 19.411 18.112
H: 27.685 17.866 18.954
H: 26.980 18.253 17.372
C: 18.748 26.449 15.608
C: 20.178 25.961 15.665
N: 20.356 24.676 15.060
C: 21.532 24.064 15.755
C: 21.942 22.669 15.208
C: 20.409 24.732 13.590
C: 21.671 25.366 12.939
H: 18.630 27.428 16.069
H: 18.026 25.793 16.158
H: 18.435 26.463 14.562
H: 20.893 26.646 15.105
H: 20.618 26.048 16.664
H: 22.338 24.865 15.693
H: 21.379 23.977 16.828
H: 22.183 22.556 14.125
H: 22.907 22.422 15.703
H: 21.170 21.938 15.397
H: 19.522 25.229 13.245
H: 20.343 23.699 13.202
H: 22.621 24.939 13.306
H: 21.745 26.438 13.016
H: 21.639 25.221 11.884
C: 14.740 18.541 19.010
C: 14.990 19.270 20.326
N: 16.317 19.038 20.827
C: 17.258 19.792 20.010
C: 17.297 21.313 20.223
C: 16.457 19.158 22.294
C: 17.769 18.666 22.866
H: 13.700 18.675 18.732
H: 14.899 17.507 19.055
H: 15.317 18.945 18.177
H: 14.837 20.359 20.182
H: 14.328 18.933 21.120
H: 18.291 19.428 20.048
H: 16.945 19.639 18.958
H: 16.270 21.775 20.324
H: 17.780 21.534 21.169
H: 17.743 21.905 19.384
H: 15.603 18.702 22.719
H: 16.375 20.217 22.531
H: 18.548 19.369 22.740
H: 18.117 17.752 22.408
H: 17.670 18.568 23.954
C: 28.018 14.681 20.726
C: 27.347 14.315 19.401
N: 28.025 13.204 18.792
C: 29.175 13.676 17.995
C: 30.272 12.581 17.846
C: 27.114 12.181 18.115
C: 26.291 12.561 16.853
H: 28.310 13.732 21.230
H: 27.331 15.226 21.379
H: 28.891 15.311 20.583
H: 26.297 14.032 19.621
H: 27.243 15.194 18.711
H: 28.800 14.013 17.010
H: 29.576 14.616 18.450
H: 30.403 12.131 18.812
H: 30.053 11.765 17.140
H: 31.175 13.078 17.479
H: 26.374 11.826 18.864
H: 27.782 11.330 17.946
H: 25.703 13.479 17.090
H: 25.582 11.767 16.689
H: 26.780 12.709 15.884

Its total energy is -125452.3448 eV. Its spin multiplicity is 1. The value obtained for the HOMO-LUMO gap is 8.53 eV. Its HOMO energy is -7.90 eV.